# 1
DFT (ωB97M-V/def2-TZVPD) results for a structure of composition C49H36AsCl5O6P2SSiY at a distorted geometry.

```
102
Properties=species:S:1:pos:R:3:mulliken_charge:R:1
O -2.21 1.52 4.43 -0.8886
H -0.12 -6.14 3.02 0.5152
C 2.63 -2.39 -0.99 0.5961
C -0.16 -3.28 -1.67 0.3008
C 2.78 1.51 -2.90 -0.6883
H -0.28 -3.86 2.04 0.3514
H -0.60 3.87 -5.20 0.5382
P 0.96 -2.79 -0.27 0.4931
O 0.02 -1.04 3.02 -0.7083
C -4.11 1.91 -2.29 0.0002
H -6.44 -0.50 -3.09 0.3105
H -3.89 -3.27 -0.56 0.3458
H -4.70 -1.90 -1.86 0.2058
H -3.86 2.95 -2.37 0.5468
C 2.20 -5.25 0.15 -0.2770
C 0.52 -5.86 2.25 -0.8562
C -1.36 -2.62 -1.89 0.1567
C -2.62 3.05 0.39 0.0084
C -0.56 -4.83 -3.46 -0.6875
H -2.81 -3.26 0.92 0.3365
H -4.76 5.01 3.06 0.3272
C 1.82 1.00 -2.01 1.4547
C 3.70 2.46 -2.42 0.1489
H 2.16 -2.82 -3.08 0.3059
C 3.69 2.79 -1.06 -0.1477
C 2.26 -6.52 0.71 -0.6111
O 2.14 -0.25 2.26 -0.3009
C 0.23 -4.40 -2.42 -0.3235
C 0.36 -4.65 1.60 -0.4531
H -0.20 -5.68 -4.10 0.3036
C -4.51 -0.85 -2.07 -0.3503
C -3.54 2.46 1.18 -0.3897
H 1.17 5.31 -4.36 0.3687
O 2.09 -2.07 4.00 -0.6843
H 0.46 3.32 5.92 0.3168
H 5.86 -0.78 -2.50 0.3053
As -0.79 1.88 3.76 0.8923
H 2.94 -7.24 0.31 0.4482
H 1.48 -7.83 2.07 0.4110
H -3.76 1.39 1.01 0.0048
H 4.36 -1.96 -3.93 0.4738
C 5.03 -1.35 -2.00 -0.5156
Y 0.08 0.06 0.90 0.6797
C 4.11 -1.94 -2.90 -0.7344
O -0.64 3.66 3.92 -0.7244
C -3.33 -0.26 -1.55 0.6810
C 0.17 3.81 -1.48 -0.7787
Cl 2.65 1.16 -4.60 -0.2085
C -1.72 -4.11 -3.80 -0.9449
H -1.56 3.84 4.03 0.2812
C 2.51 0.11 5.78 -0.5376
P -1.77 1.95 -0.78 2.0008
C 4.74 -1.36 -0.62 -0.5670
C 1.25 -4.33 0.61 0.7001
Si -2.08 -1.38 -0.56 1.8009
C 2.73 2.26 -0.29 0.7614
C -3.14 1.13 -1.69 -0.3860
H -2.81 6.14 1.77 0.4661
H -1.50 4.99 0.15 0.1065
C 1.44 -6.82 1.78 -0.7101
C 2.79 1.00 6.75 -0.6247
C 1.76 1.36 -0.65 -0.9677
C -2.32 4.36 0.66 0.1752
Cl 5.00 3.01 -3.41 -0.2446
C -0.83 2.99 -2.00 0.4368
C 1.55 0.34 4.78 -0.0206
H -1.82 2.26 -3.74 0.4628
C -4.26 3.11 2.17 -0.4470
C -5.22 1.29 -2.87 -0.9630
H 2.76 -5.03 -0.84 0.2209
C -3.05 5.12 1.61 -0.8506
C 1.02 2.33 5.84 -0.5803
O -0.58 1.61 2.13 0.7078
H -4.88 2.54 2.82 0.4389
Cl 2.64 2.84 1.36 -0.2098
Cl 4.87 3.91 -0.49 -0.2140
H 3.07 -0.82 5.69 0.4561
H 1.57 5.34 -1.92 0.3075
C 0.85 4.61 -2.33 -0.7431
C 2.87 -2.43 -2.38 -0.2825
S 1.43 -0.93 3.45 1.4020
H -2.25 -4.29 -4.73 0.4091
C -2.13 -3.08 -3.00 -0.4636
H 2.34 3.00 7.39 0.3897
C -1.04 2.93 -3.38 -0.4921
C -0.34 3.81 -4.20 -0.9126
C 3.58 -1.88 -0.12 -0.4093
H 3.50 0.87 7.55 0.3755
H 1.17 -4.95 -2.15 0.1146
H -3.00 -2.38 -3.31 0.1153
H -5.99 1.90 -3.38 0.3018
H 5.49 -0.89 0.06 0.3175
Cl 0.59 0.03 -2.70 -0.2144
C -5.50 -0.06 -2.66 -0.7725
H 0.37 3.85 -0.42 0.5865
H 3.40 -1.77 0.95 0.3155
C 0.78 1.49 4.77 -0.2592
H -4.05 -2.08 0.78 0.5203
C 0.58 4.67 -3.70 -0.8342
C -4.07 4.50 2.36 -0.6663
C 2.04 2.18 6.74 -0.6353
C -3.38 -2.64 0.22 -1.7174
```

Properties
HOMO-LUMO gap	7.122	eV
DFT total energy	-225471.677	eV
F_max	0.0731	Eh/bohr
total charge	-1



# 2
DFT (ωB97M-V/def2-TZVPD) results for a structure of composition C49H36Br4ClHfN4O5Te.

```
101
Properties=species:S:1:pos:R:3:mulliken_charge:R:1
C -1.29 1.87 -2.21 -0.6574
C -4.88 3.66 6.39 -0.3903
Te 0.38 3.57 -4.31 0.1156
C -0.94 -4.36 -0.17 -0.4645
C 1.19 -0.95 -3.03 -0.1262
H 2.39 1.80 -2.12 0.3501
H -2.24 7.02 2.14 0.3995
N 2.09 -0.56 0.77 2.0308
C 2.62 -1.45 -1.32 0.4384
H -0.53 1.71 3.89 0.4808
H -3.19 4.88 2.56 0.5074
C -5.75 3.02 5.52 -0.6106
C -2.55 3.00 1.77 -0.3786
C 0.90 7.06 -1.71 -0.5654
C -2.66 -4.58 1.51 0.4038
C 1.43 0.87 3.99 -0.0409
H 4.14 -2.92 -1.68 0.4958
C -2.47 4.39 1.92 -0.6616
C -1.54 5.18 1.26 0.5115
Br -2.41 -6.81 -0.28 -0.2168
O -1.76 1.06 0.62 -0.8765
H -1.71 7.18 0.47 0.2581
H -0.70 6.10 -2.76 0.5260
C 2.20 3.12 0.98 -0.3517
H 3.87 3.58 2.24 0.4603
Cl -1.88 -1.09 -1.35 -0.4659
C -0.69 3.16 0.23 1.0909
Br -3.20 -2.52 3.47 -0.1449
H 1.45 1.96 7.70 0.3994
Br -4.04 -5.57 2.35 -0.2101
C -3.97 2.75 3.92 0.2241
C -1.50 6.68 1.42 -1.6651
C 2.27 7.08 -1.44 -0.5156
C 0.37 6.09 -2.55 -0.1905
H -2.19 3.17 -3.68 0.6830
H -5.24 4.05 7.34 0.3846
H 0.16 5.09 -0.06 0.6571
H -5.95 2.03 3.62 0.4360
C 2.89 -2.57 -3.40 -0.7043
C 2.96 -1.21 0.10 1.2382
H -6.79 2.87 5.81 0.3905
C 3.09 6.13 -2.03 -0.4986
C 1.38 0.46 2.57 0.4178
H 0.25 7.80 -1.27 0.4361
H 3.43 0.84 6.73 0.3946
C 2.55 0.62 4.79 -0.5206
H -2.11 1.92 -1.50 0.1806
C 2.55 1.02 6.11 -0.7837
C 0.34 1.93 5.86 -0.5723
C 2.73 2.18 -1.17 -0.2336
C -1.98 -5.10 0.41 0.1922
H 2.68 7.82 -0.77 0.3878
N 1.57 -0.76 -1.78 0.6769
O 0.42 0.93 1.84 -0.3014
H 3.39 0.11 4.34 0.4821
C 1.45 1.67 6.65 -0.5414
C 4.50 2.77 0.35 -0.7345
H -1.47 1.03 -2.86 0.7185
C -3.09 3.37 4.80 0.1008
Hf -0.17 -0.34 0.23 1.0492
O 0.38 -2.35 -0.15 -0.1038
C 1.81 -1.85 -3.88 -0.9374
H 4.15 -2.80 0.87 0.3604
C 4.23 -1.73 0.69 -2.1451
H 4.42 -1.23 1.63 0.4202
H 4.16 6.13 -1.83 0.3742
C -1.69 2.33 0.86 -0.0519
C 0.33 2.44 -0.58 -0.2983
H -0.52 2.44 6.28 0.4084
H -1.38 4.04 -2.37 -0.0021
C 0.33 1.53 4.53 -0.2097
C 1.19 5.11 -3.11 -0.1917
H -0.52 7.02 1.75 0.3459
H 5.56 2.82 0.59 0.4442
H 1.44 -1.98 -4.89 0.4767
C -3.55 3.82 6.04 -1.0618
O -0.92 -1.35 1.80 -0.5886
C -0.62 4.52 0.44 -0.5990
H 5.07 -1.55 0.00 0.4632
O -4.04 1.18 2.18 -0.6112
C 4.08 2.28 -0.88 -1.1585
N 2.33 -0.31 2.11 -1.6506
H 3.39 -3.30 -4.03 0.4020
C 1.78 2.58 -0.23 1.7032
H 1.47 3.43 1.72 0.5344
C 3.31 -2.36 -2.10 -1.0207
H -2.85 4.30 6.72 0.3993
H 4.81 1.96 -1.62 0.4925
N 0.01 1.65 -1.55 0.1624
C -3.55 2.22 2.56 0.2419
C -5.29 2.55 4.30 -0.4736
C -0.59 -3.11 0.32 -0.6373
C 3.56 3.20 1.28 -0.8792
C -1.31 3.18 -3.03 -1.1065
H 3.21 4.41 -3.31 0.3207
C -2.32 -3.31 2.00 -0.1602
Br 0.02 -4.95 -1.68 -0.1808
C -1.30 -2.57 1.42 0.6476
H 0.34 -0.36 -3.36 0.1065
C 2.56 5.15 -2.86 -0.1051
H -2.05 3.49 4.53 0.7739
```

Properties
HOMO-LUMO gap	6.481	eV
DFT total energy	-368896.578	eV
F_max	0.0175	Eh/bohr
total charge	-1



Q: F_max of number 2 (C49H36Br4ClHfN4O5Te)?
A: 0.0175 Eh/bohr



Q: Among the records above, which one has the highest F_max?
A: C49H36AsCl5O6P2SSiY